[1]
52
Properties=species:S:1:pos:R:3 method="wB97M-V/def2-TZVPD" total_charge=+1 homo_lumo_gap_ev=8.38
O -0.956 -0.885 3.408
O -2.343 -3.332 2.069
O -4.037 -3.995 0.792
N 1.262 -1.821 0.904
N -0.279 -1.203 2.277
N 1.858 -1.707 3.261
C 4.119 2.139 -2.513
C -4.394 4.258 1.129
C -5.312 2.885 -1.104
C 0.107 -1.548 0.153
C 1.004 -1.599 2.188
C 5.054 -0.062 -2.272
C 3.587 -2.840 1.048
C -3.218 -3.175 1.038
C -3.084 -1.939 0.195
C 2.475 -2.258 0.193
C -4.837 2.186 -0.004
C -0.857 -1.172 1.024
C 5.598 1.266 -4.196
C 5.730 0.089 -3.474
C -4.379 2.871 1.113
C -2.283 -0.787 0.816
C -5.324 4.273 -1.089
C 4.791 2.289 -3.718
C -4.862 4.959 0.026
C 4.251 0.963 -1.788
H 2.856 -1.470 -0.444
H -2.609 -2.249 -0.731
H -0.475 -0.184 3.873
H 3.211 -3.716 1.574
H -5.675 2.350 -1.972
H 5.156 -0.984 -1.710
H -4.014 2.324 1.974
H 6.358 -0.709 -3.847
H -2.111 -4.270 2.080
H 3.730 0.848 -0.845
H -2.744 -0.413 1.720
H 3.894 -2.124 1.800
H 0.049 -1.624 -0.912
H -4.870 6.041 0.037
H 4.426 -3.118 0.429
H 6.126 1.387 -5.132
H -2.296 0.039 0.110
H 4.687 3.205 -4.283
H 2.158 -3.040 -0.490
H -4.041 4.794 2.000
H -4.090 -1.620 -0.048
H -5.694 4.820 -1.945
H -4.827 1.102 -0.018
H 3.494 2.940 -2.139
H 2.299 -2.616 3.322
H 1.334 -1.564 4.117

[2]
57
Properties=species:S:1:pos:R:3 method="wB97M-V/def2-TZVPD" total_charge=+2 homo_lumo_gap_ev=5.72
Zr -0.342 -0.255 -0.019
P 2.007 -1.140 -0.944
O -1.623 2.348 7.671
O 2.335 -1.460 4.667
O -1.473 1.157 1.242
O -2.539 3.439 6.001
O 0.758 1.310 1.060
O 1.776 -1.125 6.763
N 1.691 -0.848 5.553
N -1.739 2.589 6.450
N -2.609 -1.526 -2.965
C 2.136 -1.843 -2.619
C 1.492 1.237 -2.157
C -0.315 1.371 1.798
C -0.739 2.310 -3.491
C 0.814 0.209 5.126
C 2.624 0.570 -1.402
C -0.913 1.860 5.518
C -3.165 -2.829 -2.654
C -2.382 -0.713 -1.763
C 3.422 -1.915 -0.149
C 0.754 0.485 3.754
C 0.555 2.756 -3.776
C 0.203 0.759 -1.910
C -1.046 2.092 4.129
C -2.295 0.791 -2.165
C -1.471 -1.612 -3.861
C 0.003 0.920 6.017
C -0.192 1.385 3.269
C -0.921 1.294 -2.539
C 1.677 2.259 -3.097
H -4.091 -2.692 -2.081
H 0.061 0.707 7.081
H -1.620 2.731 -3.988
H 3.538 0.452 -2.010
H 1.403 -0.029 3.051
H -2.711 1.401 -1.332
H 2.864 1.104 -0.461
H -3.390 -3.336 -3.599
H -1.480 -1.227 -1.246
H 2.689 2.630 -3.295
H 3.577 -1.487 0.849
H -1.765 2.814 3.757
H 1.497 -1.311 -3.334
H 1.832 -2.896 -2.587
H 3.183 -1.764 -2.947
H -2.977 0.935 -3.022
H -2.484 -3.474 -2.064
H -0.584 -2.110 -3.417
H 4.323 -1.783 -0.766
H -1.783 -2.206 -4.732
H -1.161 -0.615 -4.194
H -0.254 -1.982 1.052
H 0.700 3.517 -4.539
H 3.199 -2.986 -0.047
H 0.228 -1.433 1.488
H -3.274 -0.834 -1.124